{
  "formula": "C6H32N4O12",
  "method": "ωB97M-V with the def2-TZVPD basis set",
  "species": ["O", "O", "H", "H", "H", "H", "H", "H", "H", "H", "H", "H", "N", "H", "H", "C", "C", "N", "O", "H", "H", "H", "O", "C", "O", "H", "H", "O", "H", "O", "N", "H", "H", "H", "H", "O", "C", "O", "H", "H", "H", "H", "O", "H", "O", "H", "H", "C", "O", "H", "C", "H", "H", "N"],
  "coordinates": [[18.764, -22.095, 3.869], [21.839, -21.310, 4.195], [18.352, -27.146, 5.886], [17.505, -24.410, 8.366], [18.724, -27.221, 3.749], [19.363, -20.247, 3.734], [16.929, -23.799, 5.742], [19.533, -23.986, 4.835], [19.266, -20.927, 6.788], [22.066, -24.169, 6.980], [17.862, -21.954, 3.557], [16.918, -27.728, 5.129], [16.127, -18.911, 4.262], [19.053, -22.931, 3.469], [22.966, -22.730, 5.337], [15.223, -18.078, 3.644], [22.418, -24.505, 5.996], [17.267, -23.789, 9.110], [20.408, -23.637, 5.051], [16.738, -19.445, 3.674], [16.511, -23.956, 9.745], [16.575, -25.955, 6.856], [18.073, -22.160, 10.478], [16.798, -25.676, 5.815], [18.577, -24.004, 2.675], [18.378, -24.827, 3.151], [15.790, -25.537, 5.410], [19.666, -20.062, 6.649], [21.371, -20.469, 4.256], [17.599, -24.490, 5.800], [19.076, -22.463, 8.469], [21.139, -21.907, 4.504], [19.528, -19.847, 5.716], [20.736, -25.703, 5.509], [16.063, -19.090, 5.248], [16.716, -21.011, 2.089], [21.222, -24.808, 5.108], [18.164, -26.470, 3.972], [19.675, -21.707, 8.756], [16.938, -21.415, 1.244], [14.401, -17.695, 5.473], [15.842, -20.624, 1.952], [15.264, -17.862, 2.448], [19.409, -18.989, 2.910], [23.335, -23.625, 5.388], [19.240, -22.980, 7.625], [13.666, -16.806, 4.175], [18.147, -22.774, 9.431], [19.688, -19.329, 3.766], [21.655, -25.011, 4.121], [17.540, -26.832, 5.215], [19.301, -24.231, 2.083], [22.989, -25.424, 6.166], [14.390, -17.409, 4.510]],
  "atomic_forces_ev_per_a": [[-0.2, 2.7, 1.5], [-0.3, -0.2, 0.3], [-0.1, 0.3, 0.2], [-0.2, -0.3, -0.2], [0.1, 0.1, -0.3], [0.0, -0.4, -0.1], [0.5, 0.5, 0.0], [-0.2, 0.6, 0.3], [-0.1, 0.1, -0.2], [0.0, 0.2, 0.0], [0.2, -0.1, -0.3], [-0.3, 0.3, -0.3], [-0.8, 0.2, 0.1], [-0.3, 0.6, 0.0], [0.0, 0.0, -0.2], [0.8, 0.6, 0.2], [0.3, -0.3, 0.0], [0.5, 0.6, -0.1], [-0.2, -1.4, 0.3], [0.2, 0.0, 0.1], [0.1, -0.2, 0.1], [0.2, -0.1, 0.0], [-0.1, 0.0, -0.1], [-0.3, -0.3, 0.9], [-0.1, -2.2, -1.5], [-0.1, -0.3, 0.0], [0.3, 0.2, -0.6], [0.0, 0.0, 0.0], [0.4, 0.4, -0.2], [-0.9, -0.4, -0.2], [-0.2, 0.1, 0.6], [0.1, -0.3, -0.1], [0.0, 0.1, 0.2], [-0.5, 0.2, -0.1], [0.3, -0.2, -0.1], [-0.2, -0.1, 0.0], [1.5, 0.5, 0.2], [-0.5, -0.3, 0.2], [0.3, -0.1, -0.3], [0.1, 0.0, 0.0], [-0.3, 0.3, 0.0], [0.0, 0.2, 0.0], [-0.4, -0.3, -0.3], [0.1, 0.3, 0.1], [-0.1, 0.2, 0.2], [0.1, -0.1, -0.1], [0.0, 0.0, -0.2], [-0.3, -0.1, -0.1], [-0.3, -0.2, -0.1], [-0.3, -0.2, -0.1], [1.1, -0.4, 0.2], [0.0, -0.1, -0.3], [-0.2, 0.0, 0.0], [0.4, -0.6, 0.2]],
  "e_above_lowest_kcal_mol": 3.3,
  "total_charge": 0,
  "smiles": "NC(N)=O.NC(N)=O.OCCO.OCCO.O.O.O.O.O.O",
  "multiplicity": 1
}